DFT (the ωB97M-V functional and the def2-TZVPD basis) results for 2 unconnected molecules or ions with the total composition C5H8O2 at a distorted geometry.

Each line ends with the Mulliken charge.
Positions of all 15 atoms, in Å:
C -1.762 -0.645 0.197  -0.448
H -0.776 -1.174 -1.329  0.342
C -0.169 1.328 -0.394  0.008
O -0.622 0.719 -1.595  -0.528
O -1.222 -1.574 -0.539  -0.227
H 0.291 -1.916 2.395  0.200
C 1.834 -0.159 -0.133  -0.648
H -0.049 -1.858 1.775  -0.207
C -1.501 0.691 -0.447  0.125
H 2.664 -0.513 0.475  0.267
H -2.373 1.342 -0.509  0.457
H -0.165 2.422 -0.444  0.448
H 1.738 -0.568 -1.139  0.246
C 0.989 0.749 0.342  -0.341
H 1.124 1.156 1.345  0.308

Cartesian forces, eV/Å:
C 0.21 0.10 -0.40
H 0.00 -0.08 0.15
C 0.16 0.10 0.17
O 0.02 -0.04 -0.06
O -0.09 0.23 0.06
H 0.66 -0.14 1.19
C -0.10 0.15 0.00
H -0.62 0.07 -1.06
C -0.24 -0.03 0.14
H -0.20 0.05 -0.15
H 0.15 -0.10 -0.03
H -0.03 -0.22 0.04
H -0.02 0.11 0.22
C 0.12 -0.10 -0.08
H -0.02 -0.10 -0.19

Computed properties:
Total charge ... 0
HOMO level ... -8.959 eV